[1]
A structure of composition C43H33BrMoN12O5S2 at a distorted geometry, computed with the ωB97M-V functional and the def2-TZVPD basis.

```
97
Properties=species:S:1:pos:R:3:lowdin_charge:R:1
Mo -1.229 0.141 -0.895 1.614
C -1.836 -2.888 -4.034 0.003
C -1.500 -2.131 -2.800 -0.264
N -2.160 -1.113 -2.365 -0.110
N -3.289 -0.789 -3.081 0.002
C -4.082 0.047 -2.450 -0.830
N -5.210 0.384 -3.111 0.093
S -3.832 0.671 -0.877 0.823
C -0.397 -2.575 -1.924 -0.233
C 0.380 -3.676 -2.195 0.020
C 1.255 -4.140 -1.219 -0.015
C 1.284 -3.512 0.006 -0.020
C 0.514 -2.375 0.181 -0.148
N -0.269 -1.890 -0.778 -0.069
H -2.843 -2.655 -4.355 0.074
H -1.735 -3.962 -3.874 0.084
H -1.142 -2.586 -4.827 0.105
H -5.289 0.114 -4.077 0.104
H -5.740 1.172 -2.785 0.090
H 0.303 -4.159 -3.159 0.119
H 1.892 -4.992 -1.415 0.120
H 1.926 -3.852 0.808 0.120
H 0.551 -1.804 1.097 0.090
Br 0.725 3.452 8.427 0.746
C -0.694 2.401 7.758 -0.699
C -1.994 2.693 8.130 -0.120
C -3.031 1.910 7.639 -0.031
C -2.771 0.881 6.752 -0.290
C -1.459 0.584 6.401 -0.037
C -0.416 1.338 6.910 -0.113
N -3.884 0.030 6.377 0.082
N -4.054 -0.336 5.206 0.074
C -3.325 0.225 4.095 -0.220
C -2.969 1.545 3.948 -0.003
C -2.392 2.041 2.769 0.038
C -2.124 1.186 1.723 -0.389
O -1.590 1.564 0.582 -0.381
C -2.480 -0.175 1.863 -0.185
N -2.195 -0.958 0.778 -0.068
C -2.629 -2.197 0.777 -0.116
C -3.339 -2.751 1.855 -0.020
C -3.575 -2.003 2.970 0.027
C -3.135 -0.658 3.002 -0.087
H -2.195 3.509 8.810 0.103
H -4.055 2.103 7.935 0.118
H -1.252 -0.245 5.736 0.121
H 0.608 1.103 6.652 0.103
H -3.174 2.238 4.752 0.120
H -2.162 3.092 2.659 0.129
H -2.428 -2.791 -0.103 0.113
H -3.683 -3.774 1.781 0.113
H -4.112 -2.404 3.818 0.117
S 0.797 0.668 0.314 0.787
C 1.978 -0.137 -0.729 -0.743
N 3.131 -0.616 -0.299 0.060
N 3.374 -0.496 1.022 -0.025
C 4.344 -1.300 1.619 -0.254
C 5.198 -2.101 0.860 -0.038
C 6.137 -2.896 1.502 -0.094
C 6.243 -2.910 2.887 -0.111
C 5.395 -2.102 3.633 -0.100
C 4.451 -1.301 3.010 -0.044
N 1.697 -0.268 -2.025 0.009
N 0.449 0.000 -2.404 -0.135
C 0.357 0.095 -3.824 -0.253
C 1.468 -0.228 -4.624 -0.033
C 1.402 -0.127 -6.004 -0.090
C 0.240 0.293 -6.640 -0.104
C -0.858 0.611 -5.858 -0.084
C -0.804 0.519 -4.473 -0.074
H 2.699 -0.035 1.617 0.070
H 5.114 -2.082 -0.218 0.099
H 6.800 -3.513 0.906 0.101
H 6.973 -3.541 3.377 0.096
H 5.470 -2.091 4.714 0.101
H 3.792 -0.671 3.599 0.107
H 2.379 -0.549 -4.144 0.096
H 2.281 -0.375 -6.588 0.101
H 0.199 0.383 -7.719 0.097
H -1.777 0.949 -6.321 0.107
H -1.677 0.808 -3.919 0.075
O -2.121 3.559 -2.998 0.132
C -1.224 2.910 -2.532 -0.534
O -1.418 1.742 -1.934 -0.335
C 0.216 3.278 -2.665 -0.126
C 0.739 3.483 -3.936 0.006
C 2.092 3.731 -4.095 0.018
C 2.884 3.790 -2.966 -0.136
C 2.382 3.625 -1.691 0.015
C 1.030 3.357 -1.544 -0.032
N 4.339 4.040 -3.129 -0.350
O 4.786 4.052 -4.258 0.073
O 4.997 4.215 -2.124 0.075
H 0.087 3.432 -4.799 0.127
H 2.534 3.869 -5.071 0.121
H 3.044 3.688 -0.840 0.123
H 0.611 3.202 -0.559 0.082
```

For the HOMO energy (spin up / spin down), the calculation gives -6.52 / -7.28 eV. The frontier orbital gap (spin up / spin down) is 5.085 / 5.470 eV. As for the expectation value of S²: 2.06. Its LUMO energy (spin up / spin down) is -1.432 / -1.810 eV. Its spin multiplicity is 3. As for the net charge: 0.

[2]
A structure of composition C43H33F6NO4OsS3 at a distorted geometry, computed with the ωB97M-V functional and the def2-TZVPD basis.

```
91
Properties=species:S:1:pos:R:3:lowdin_charge:R:1
Os -0.462 -0.297 -0.026 1.607
C 7.934 -0.251 -1.434 -0.029
C 6.583 -0.338 -0.792 -0.241
C 6.290 -1.365 0.103 -0.013
C 5.048 -1.448 0.708 -0.060
C 4.098 -0.474 0.426 -0.374
C 4.352 0.548 -0.479 -0.054
C 5.593 0.603 -1.083 -0.008
S 2.543 -0.625 1.248 1.134
O 1.572 0.125 0.335 -0.672
C 2.811 0.404 2.713 -0.282
C 3.088 -0.379 3.829 -0.092
C 3.315 0.202 5.065 0.018
C 3.230 1.593 5.214 -0.147
C 3.385 2.203 6.476 -0.001
C 3.266 3.574 6.613 -0.045
C 2.992 4.365 5.498 -0.042
C 2.840 3.793 4.246 -0.006
C 2.960 2.400 4.074 -0.118
C 2.786 1.803 2.798 -0.143
C 2.666 2.683 1.608 -0.159
C 3.830 3.334 1.095 -0.117
C 5.118 3.161 1.662 -0.003
C 6.205 3.782 1.116 -0.042
C 6.067 4.598 -0.027 -0.045
C 4.841 4.767 -0.605 -0.012
C 3.693 4.139 -0.062 -0.148
C 2.423 4.281 -0.677 0.011
C 1.316 3.674 -0.162 -0.042
C 1.454 2.894 1.003 -0.310
S 0.050 2.113 1.765 1.108
O -0.839 1.694 0.561 -0.602
C -0.780 3.467 2.519 -0.370
C -1.443 4.442 1.779 -0.045
C -2.062 5.475 2.452 -0.008
C -2.028 5.555 3.847 -0.241
C -2.736 6.668 4.556 -0.030
C -1.363 4.562 4.560 -0.009
C -0.750 3.506 3.906 -0.060
H 8.323 -1.240 -1.666 0.089
H 8.641 0.227 -0.754 0.096
H 7.903 0.335 -2.349 0.085
H 7.034 -2.122 0.309 0.127
H 4.818 -2.267 1.377 0.117
H 3.578 1.254 -0.738 0.111
H 5.797 1.383 -1.804 0.124
H 3.104 -1.455 3.738 0.108
H 3.525 -0.420 5.923 0.131
H 3.595 1.585 7.338 0.122
H 3.384 4.029 7.586 0.116
H 2.896 5.436 5.606 0.115
H 2.617 4.423 3.395 0.124
H 5.246 2.523 2.525 0.126
H 7.181 3.645 1.557 0.116
H 6.936 5.085 -0.444 0.116
H 4.728 5.383 -1.487 0.122
H 2.345 4.882 -1.574 0.128
H 0.351 3.766 -0.638 0.112
H -1.494 4.380 0.702 0.112
H -2.588 6.234 1.890 0.127
H -2.642 7.605 4.009 0.089
H -2.349 6.810 5.563 0.086
H -3.800 6.441 4.637 0.099
H -1.348 4.601 5.641 0.125
H -0.270 2.715 4.466 0.109
O -2.276 -0.294 -0.746 -0.283
N -2.720 -1.412 -1.383 -0.158
C -4.035 -1.429 -1.681 0.032
C -4.561 -2.504 -2.345 0.010
C -3.715 -3.559 -2.699 0.004
C -2.379 -3.509 -2.373 -0.033
C -1.867 -2.403 -1.690 -0.582
S -0.202 -2.245 -1.208 0.744
H -4.585 -0.559 -1.359 0.160
H -5.614 -2.516 -2.581 0.133
H -4.109 -4.416 -3.225 0.134
H -1.702 -4.310 -2.629 0.129
C -1.155 -3.200 2.900 0.041
C -1.051 -1.672 2.934 -0.422
O -0.258 -1.198 1.901 -0.307
C -2.474 -1.081 2.866 -0.572
F -3.239 -1.445 3.887 0.197
F -2.456 0.261 2.817 0.153
F -3.078 -1.511 1.743 0.137
C -0.370 -1.266 4.263 -0.547
F -0.147 0.061 4.346 0.144
F 0.837 -1.857 4.339 0.144
F -1.058 -1.628 5.343 0.192
H -1.570 -3.497 1.938 0.093
H -1.789 -3.583 3.697 0.112
H -0.162 -3.628 2.994 0.104
```

For the HOMO energy (spin up / spin down), the calculation gives -12.76 / -12.76 eV. The frontier orbital gap (spin up / spin down) is 6.781 / 4.579 eV. As for the expectation value of S²: 6.02. Its LUMO energy (spin up / spin down) is -5.977 / -8.179 eV. Its spin multiplicity is 5. As for the net charge: +2.

[3]
A structure of composition C43H34N4O4P2S4Ti at a distorted geometry, computed with the ωB97M-V functional and the def2-TZVPD basis.

```
92
Properties=species:S:1:pos:R:3:lowdin_charge:R:1
Ti 2.496 -14.885 7.149 0.693
O -1.153 -14.966 5.142 0.104
C -0.270 -14.961 5.936 -0.457
N 1.067 -15.232 5.759 -0.025
C 1.377 -15.874 4.536 -0.190
C 0.586 -16.008 3.370 -0.011
C 0.979 -16.854 2.378 -0.131
C 2.078 -17.651 2.467 -0.094
C 2.931 -17.483 3.591 -0.002
C 2.598 -16.553 4.605 -0.189
N 3.321 -16.143 5.753 -0.018
C 4.560 -16.656 5.860 -0.459
O 4.980 -17.753 5.499 0.054
C 5.495 -15.629 6.483 -0.161
C 6.906 -15.653 6.475 0.016
C 7.591 -14.487 6.784 -0.050
C 6.869 -13.344 7.112 -0.038
C 5.499 -13.458 7.215 -0.195
N 4.824 -14.559 6.903 -0.019
C -0.530 -14.676 7.420 -0.186
C -1.828 -14.568 7.825 0.015
C -2.069 -14.253 9.181 -0.007
C -0.950 -14.124 10.015 -0.036
C 0.293 -14.402 9.522 -0.204
N 0.544 -14.599 8.237 -0.007
H -0.174 -15.291 3.283 0.091
H 0.422 -16.987 1.511 0.085
H 2.373 -18.426 1.742 0.109
H 3.830 -18.084 3.617 0.091
H 7.360 -16.561 6.126 0.114
H 8.653 -14.463 6.875 0.101
H 7.429 -12.400 7.335 0.129
H 4.935 -12.608 7.715 0.038
H -2.561 -14.521 7.013 0.128
H -3.069 -13.961 9.512 0.112
H -1.021 -13.841 11.047 0.107
H 1.186 -14.319 10.091 0.006
O 2.647 -16.466 8.407 -0.498
P 3.062 -17.899 8.724 0.806
C 2.276 -19.065 7.661 -0.257
P 0.409 -19.187 7.936 0.760
O -0.193 -17.867 8.162 -0.297
C 0.172 -20.252 9.406 -0.269
C 0.908 -21.374 9.630 -0.146
C 0.944 -22.037 10.850 -0.080
C 0.155 -21.532 11.892 -0.083
C -0.715 -20.482 11.638 -0.060
C -0.646 -19.785 10.435 -0.044
C -0.046 -20.114 6.408 -0.254
C -0.393 -19.300 5.325 -0.064
C -0.665 -19.885 4.110 -0.084
C -0.634 -21.244 3.978 -0.069
C -0.289 -22.085 5.060 -0.055
C 0.002 -21.492 6.255 -0.084
C 4.807 -18.167 8.706 -0.265
C 5.437 -19.304 8.127 -0.076
C 6.754 -19.612 8.348 -0.070
C 7.552 -18.730 9.084 -0.063
C 6.966 -17.597 9.658 -0.073
C 5.598 -17.320 9.526 -0.051
C 2.640 -18.146 10.487 -0.251
C 2.215 -17.057 11.249 -0.052
C 2.379 -17.121 12.597 -0.074
C 2.797 -18.263 13.224 -0.057
C 3.138 -19.401 12.460 -0.033
C 3.059 -19.315 11.057 -0.087
H 2.606 -20.087 7.767 0.058
H 2.438 -18.696 6.637 0.085
H 1.563 -21.819 8.869 0.105
H 1.721 -22.837 10.991 0.125
H 0.132 -21.992 12.889 0.111
H -1.303 -20.227 12.510 0.107
H -1.196 -18.934 10.336 0.078
H -0.229 -18.201 5.382 0.119
H -0.872 -19.248 3.210 0.127
H -0.693 -21.674 2.992 0.104
H -0.233 -23.085 4.853 0.077
H 0.364 -22.097 7.034 0.076
H 4.839 -19.984 7.540 0.101
H 7.184 -20.446 7.804 0.110
H 8.591 -18.852 9.301 0.097
H 7.576 -16.945 10.331 0.122
H 5.238 -16.465 10.101 0.099
H 2.059 -16.156 10.693 0.044
H 2.066 -16.266 13.158 0.109
H 2.989 -18.302 14.265 0.095
H 3.563 -20.263 12.896 0.093
H 3.303 -20.183 10.570 0.081
S 2.332 -12.521 6.676 0.136
S 1.703 -11.623 8.479 -0.005
S 3.357 -12.024 9.647 0.000
S 3.386 -14.118 9.429 0.166
```

For the HOMO energy, the calculation gives -7.10 eV. The frontier orbital gap is 6.673 eV. Its LUMO energy is -0.423 eV. As for the net charge: 0.

What is the net charge in the second record? +2